Entry i
The following is a DFT calculation (the ωB97M-V functional and the def2-TZVPD basis) of an isolated molecule of C5H11N.

Cartesian coordinates (Å):
C: -1.846 1.074 -0.235
C: -1.457 -0.402 -0.389
N: -0.017 -0.600 -0.550
C: 0.629 -1.523 0.366
C: 0.879 -0.064 0.458
C: 2.158 0.551 -0.057
H: -2.063 1.326 0.808
H: -1.036 1.725 -0.576
H: -2.737 1.314 -0.823
H: -1.843 -0.974 0.471
H: -1.930 -0.827 -1.281
H: 0.009 -1.972 1.144
H: 1.379 -2.188 -0.058
H: 0.419 0.444 1.309
H: 2.916 0.614 0.733
H: 1.982 1.560 -0.446
H: 2.557 -0.058 -0.875

Calculated values
**HOMO energy**: -8.93 eV
**Charge**: 0
**E_LUMO**: 0.0463 Ha
**2S+1**: 1

How is the electron density shared among the atoms? According to Mulliken, the charges in e are: number 1, C, carries -1.094; number 2, C, carries -0.283; number 3, N, carries -0.340; number 4, C, carries -0.599; number 5, C, carries 0.352; number 6, C, carries -1.326; number 7, H, carries 0.324; number 8, H, carries 0.281; number 9, H, carries 0.331; number 10, H, carries 0.177; number 11, H, carries 0.369; number 12, H, carries 0.268; number 13, H, carries 0.246; number 14, H, carries 0.375; number 15, H, carries 0.332; number 16, H, carries 0.263; number 17, H, carries 0.324

***

Entry ii
The following is a DFT calculation (the ωB97M-V functional and the def2-TZVPD basis) of an isolated molecule of C5H11N.

Cartesian coordinates (Å):
C: -0.401 2.075 -0.332
N: -0.132 0.725 0.106
C: -0.765 -0.255 -0.773
C: -0.396 -1.641 -0.184
C: 0.649 -1.287 0.890
C: 1.103 0.119 0.656
H: -1.342 2.109 -0.878
H: 0.362 2.489 -1.003
H: -0.530 2.754 0.519
H: -0.518 -0.263 -1.846
H: -1.833 -0.097 -0.607
H: 0.085 -2.257 -0.947
H: -1.241 -2.120 0.302
H: 0.117 -1.390 1.838
H: 1.451 -2.029 0.873
H: 1.477 0.759 1.461
H: 1.915 0.308 -0.076

Calculated values
**HOMO energy**: -7.91 eV
**Charge**: 0
**E_LUMO**: 0.0430 Ha
**2S+1**: 1

How is the electron density shared among the atoms? According to Mulliken, the charges in e are: number 1, C, carries -0.959; number 2, N, carries 0.026; number 3, C, carries -0.770; number 4, C, carries -0.482; number 5, C, carries -0.474; number 6, C, carries -0.696; number 7, H, carries 0.336; number 8, H, carries 0.301; number 9, H, carries 0.303; number 10, H, carries 0.266; number 11, H, carries 0.406; number 12, H, carries 0.297; number 13, H, carries 0.254; number 14, H, carries 0.221; number 15, H, carries 0.354; number 16, H, carries 0.346; number 17, H, carries 0.271

***

Entry iii
The following is a DFT calculation (the ωB97M-V functional and the def2-TZVPD basis) of an isolated molecule of C5H11N.

Cartesian coordinates (Å):
C: -0.781 1.271 -1.138
N: -0.467 1.224 0.320
C: 0.687 0.943 0.971
C: 0.093 -0.239 0.298
C: -0.707 -1.190 1.148
C: 0.928 -0.903 -0.776
H: 0.077 1.454 -1.770
H: -1.404 0.550 -1.650
H: -1.355 2.181 -0.986
H: 0.572 1.009 2.049
H: 1.641 1.279 0.570
H: -0.039 -1.885 1.671
H: -1.388 -1.784 0.528
H: -1.299 -0.644 1.888
H: 1.632 -1.596 -0.301
H: 0.298 -1.483 -1.461
H: 1.512 -0.187 -1.361

Calculated values
**HOMO energy**: -8.72 eV
**Charge**: 0
**E_LUMO**: 0.0364 Ha
**2S+1**: 1

How is the electron density shared among the atoms? According to Mulliken, the charges in e are: number 1, C, carries -0.873; number 2, N, carries -0.352; number 3, C, carries -0.456; number 4, C, carries 1.077; number 5, C, carries -1.488; number 6, C, carries -1.622; number 7, H, carries 0.333; number 8, H, carries 0.266; number 9, H, carries 0.368; number 10, H, carries 0.251; number 11, H, carries 0.313; number 12, H, carries 0.335; number 13, H, carries 0.321; number 14, H, carries 0.396; number 15, H, carries 0.405; number 16, H, carries 0.337; number 17, H, carries 0.391

***

Entry iv
The following is a DFT calculation (the ωB97M-V functional and the def2-TZVPD basis) of an isolated molecule of C5H11N.

Cartesian coordinates (Å):
C: -0.870 1.544 0.805
C: -0.693 0.248 0.587
C: -1.883 -0.659 0.306
C: 0.632 -0.511 0.678
C: 1.173 -0.851 -0.711
N: 1.650 0.367 -1.392
H: -1.869 1.943 0.698
H: -0.015 2.170 1.021
H: -2.243 -1.063 1.252
H: -2.614 -0.214 -0.365
H: -1.554 -1.562 -0.215
H: 1.318 0.139 1.230
H: 0.558 -1.416 1.282
H: 0.347 -1.329 -1.247
H: 2.019 -1.536 -0.681
H: 0.991 1.122 -1.231
H: 1.596 0.207 -2.379

Calculated values
**HOMO energy**: -9.25 eV
**Charge**: 0
**E_LUMO**: 0.0389 Ha
**2S+1**: 1

How is the electron density shared among the atoms? According to Mulliken, the charges in e are: number 1, C, carries -0.987; number 2, C, carries 0.717; number 3, C, carries -1.304; number 4, C, carries -0.895; number 5, C, carries -0.314; number 6, N, carries -0.638; number 7, H, carries 0.307; number 8, H, carries 0.321; number 9, H, carries 0.303; number 10, H, carries 0.395; number 11, H, carries 0.309; number 12, H, carries 0.371; number 13, H, carries 0.326; number 14, H, carries 0.272; number 15, H, carries 0.333; number 16, H, carries 0.247; number 17, H, carries 0.235

***

Least stable structure: entry iii